No. 1
Entry from the OMol25 dataset: one molecule with the formula C6H8O3 in a non-equilibrium geometry (wB97M-V/def2-TZVPD).

```
! wB97M-V def2-TZVPD RIJCOSX def2/J DEFGRID3
* xyz 0 1
C -2.159 0.813 -0.243
C -1.524 -0.197 0.342
O -2.055 -0.920 1.366
C -0.138 -0.751 -0.030
C 0.449 -0.476 -1.372
C 0.933 0.285 -0.169
C 2.317 -0.168 0.385
O 2.822 -1.230 0.156
O 2.962 0.738 1.154
H -1.708 1.390 -1.028
H -3.172 1.075 0.018
H -2.945 -0.606 1.570
H 0.087 -1.672 0.491
H 1.130 -1.210 -1.778
H -0.148 0.047 -2.103
H 0.703 1.336 -0.043
H 2.448 1.545 1.285
*
```

* HOMO level: -9.1 eV
* structure (SMILES): C=C(O)[C@H]1C[C@@H]1C(=O)O
* ΔE to the lowest compared entry with this formula, charge and spin: 23.3 kcal/mol
* LUMO level: 0.6 eV
* strongest force on any atom: 2.4 eV/Å

No. 2
Entry from the OMol25 dataset: a 2-piece molecular cluster, C6H8OSi overall in a non-equilibrium geometry (wB97M-V/def2-TZVPD).

```
! wB97M-V def2-TZVPD RIJCOSX def2/J DEFGRID3
* xyz 0 1
C -0.276 -1.854 1.713
C -2.462 2.056 0.672
C -0.059 -1.085 0.800
C -2.101 1.002 0.220
C -0.465 -1.195 -1.684
C 0.111 -0.516 -0.478
O 0.945 0.504 -0.743
Si 2.051 1.128 0.339
H -0.582 -2.217 2.637
H -2.962 3.010 0.785
H 0.291 -1.072 -2.565
H -0.290 -2.238 -1.401
H -1.486 -0.961 -1.949
H 2.745 2.157 -0.451
H 3.173 0.176 0.564
H 1.365 1.105 1.542
*
```

* HOMO level (alpha / beta): -8.1 / -8.4 eV
* ΔE to the lowest compared entry with this formula, charge and spin: 156.9 kcal/mol
* LUMO level (alpha / beta): -1.8 / -1.6 eV
* strongest force on any atom: 3.6 eV/Å

No. 3
Entry from the OMol25 dataset: one molecule with the formula C6H8S in a non-equilibrium geometry (wB97M-V/def2-TZVPD).

```
! wB97M-V def2-TZVPD RIJCOSX def2/J DEFGRID3
* xyz 0 1
C -1.520 0.943 1.883
C -0.836 0.584 0.870
C 0.326 -0.467 0.876
C 0.365 -0.827 -0.621
C 1.110 -0.691 -1.942
C 0.437 0.522 -1.342
S -1.127 1.246 -0.800
H -1.225 0.428 2.862
H -2.298 1.727 1.823
H 1.295 -0.104 1.174
H 0.043 -1.309 1.582
H -0.588 -1.277 -0.803
H 2.179 -0.590 -1.958
H 0.604 -1.291 -2.703
H 1.233 1.106 -0.901
*
```

* HOMO level: -8.3 eV
* structure (SMILES): C=C1C[C@@H]2C[C@H]2S1
* ΔE to the lowest compared entry with this formula, charge and spin: 72.2 kcal/mol
* LUMO level: 1.0 eV
* strongest force on any atom: 4.3 eV/Å

No. 4
Entry from the OMol25 dataset: one molecule with the formula C6H8S2 in a non-equilibrium geometry (wB97M-V/def2-TZVPD).

```
! wB97M-V def2-TZVPD RIJCOSX def2/J DEFGRID3
* xyz 0 1
S -1.162 2.571 0.412
C -0.506 1.380 1.461
C -0.749 0.103 1.481
C -1.479 -0.607 0.448
C -0.795 -1.039 -0.638
C 0.496 -0.695 -1.098
C 1.721 -0.665 -0.470
S 3.304 -0.209 -1.177
H -1.767 1.741 -0.467
H 0.031 1.815 2.418
H -0.329 -0.581 2.316
H -2.484 -0.838 0.584
H -1.525 -1.603 -1.327
H 0.435 -0.227 -2.057
H 1.902 -0.934 0.585
H 2.906 -0.212 -2.472
*
```

* HOMO level: -8.3 eV
* structure (SMILES): S\C=C/C=C\C=C\S
* ΔE to the lowest compared entry with this formula, charge and spin: 61.2 kcal/mol
* LUMO level: 0.6 eV
* strongest force on any atom: 4.7 eV/Å

No. 5
Entry from the OMol25 dataset: a 2-piece molecular cluster, C6H8Si overall in a non-equilibrium geometry (wB97M-V/def2-TZVPD).

```
! wB97M-V def2-TZVPD RIJCOSX def2/J DEFGRID3
* xyz 0 1
C 2.498 -0.372 -0.292
C 1.525 -1.227 -0.116
C -2.384 -0.405 -0.896
C -3.242 -0.617 -0.087
C 1.273 -0.089 -1.117
C 0.132 1.267 1.187
Si 0.207 1.428 -0.702
H 3.306 0.097 0.242
H 0.772 -1.839 0.341
H -2.076 -0.306 -1.917
H -3.721 -0.832 0.875
H 1.077 -0.500 -2.068
H -0.373 0.206 1.433
H 1.184 1.007 1.356
H -0.177 2.181 1.762
*
```

* HOMO level: -7.5 eV
* ΔE to the lowest compared entry with this formula, charge and spin: 141.0 kcal/mol
* LUMO level: -0.1 eV
* strongest force on any atom: 2.6 eV/Å

No. 6
Entry from the OMol25 dataset: C6H9BF4FeO6 as an isolated structure in a non-equilibrium geometry (wB97M-V/def2-TZVPD).

```
! wB97M-V def2-TZVPD RIJCOSX def2/J DEFGRID3
* xyz -2 5
Fe -0.041 -0.084 -0.129
B -0.786 -1.388 2.917
F -2.159 -1.227 3.081
F -0.445 -2.705 3.008
F -0.345 -0.917 1.645
F -0.075 -0.775 3.902
C 2.338 -2.413 -2.285
C 1.351 -1.594 -1.534
O 0.698 -2.026 -0.593
O 1.135 -0.404 -1.862
H 2.675 -1.944 -3.209
H 1.843 -3.231 -2.808
H 3.165 -2.704 -1.637
C -3.735 0.775 -1.842
C -2.373 0.524 -1.159
O -2.175 -0.441 -0.453
O -1.344 1.271 -1.317
H -4.271 -0.174 -1.824
H -3.626 1.158 -2.857
H -4.440 1.446 -1.352
C 2.176 2.913 1.617
C 1.296 1.747 1.350
O 0.131 1.979 1.136
O 1.755 0.649 1.029
H 1.709 3.830 1.258
H 3.190 2.852 1.223
H 2.353 2.881 2.692
*
```

* HOMO level (alpha / beta): -1.7 / -0.5 eV
* LUMO level (alpha / beta): 5.5 / 5.5 eV
* expectation value of S²: 6.007
* strongest force on any atom: 4.4 eV/Å

No. 7
Entry from the OMol25 dataset: a 2-piece molecular cluster, C6H9BFNO3 overall in a non-equilibrium geometry (wB97M-V/def2-TZVPD).

```
! wB97M-V def2-TZVPD RIJCOSX def2/J DEFGRID3
* xyz 0 1
C -2.518 -1.605 0.214
O -1.864 -0.765 -0.658
C -1.018 0.210 -0.186
C -0.425 1.174 -1.047
C 0.478 2.070 -0.503
C 0.705 1.964 0.897
C 0.075 0.990 1.633
N -0.864 0.149 1.118
H -3.332 -2.001 -0.319
H -2.989 -0.924 0.974
H -1.899 -2.308 0.764
H -0.457 1.060 -2.131
H 1.013 2.756 -1.089
H 1.517 2.510 1.404
H 0.378 0.878 2.651
O 2.106 -0.712 -1.703
B 1.952 -0.878 -0.378
O 1.264 -1.926 0.198
F 2.683 -0.138 0.419
H 2.331 0.186 -1.886
H 0.866 -2.690 -0.372
*
```

* HOMO level: -8.9 eV
* structure (SMILES): COc1ccccn1.OB(O)F
* ΔE to the lowest compared entry with this formula, charge and spin: 3.9 kcal/mol
* LUMO level: 0.5 eV
* strongest force on any atom: 3.5 eV/Å

No. 8
Entry from the OMol25 dataset: C6H9BiLiO2 as an isolated structure in a non-equilibrium geometry (wB97M-V/def2-TZVPD).

```
! wB97M-V def2-TZVPD RIJCOSX def2/J DEFGRID3
* xyz 2 2
C -2.044 -0.209 0.594
H -1.457 -1.115 0.440
H -1.516 -0.004 1.519
C 1.326 -1.752 0.597
C 2.344 -0.806 0.760
C 2.884 -0.082 -0.291
O 2.382 1.093 -0.731
Li 3.710 2.347 -0.957
H 0.845 -1.857 -0.380
H 0.952 -2.311 1.455
H 2.624 -0.517 1.780
H 3.730 -0.481 -0.866
H -2.826 1.959 0.502
O -1.228 1.673 -0.825
C -2.269 1.210 -0.078
C -3.070 0.010 -0.493
H -4.128 -0.037 -0.226
H -2.785 -0.390 -1.472
Bi 0.527 1.268 -1.327
*
```

* HOMO level (alpha / beta): -15.4 / -15.4 eV
* LUMO level (alpha / beta): -10.8 / -10.8 eV
* expectation value of S²: 0.756
* strongest force on any atom: 5.2 eV/Å

Which of these has the lowest strongest force on any atom? C6H8O3